Model a:
The following is a quantum chemistry calculation of a molecular structure, C4H6BrN2, from the Open Molecules 2025 dataset.

Calculated values
Kohn-Sham gap (spin up / spin down) ... 7.10 / 7.10 eV

The geometry in ORCA input format:
```
! wB97M-V def2-TZVPD RIJCOSX def2/J DEFGRID3
* xyz 1 1
C -1.07 2.41 -0.09
C 1.98 -2.80 0.10
C -0.11 1.53 0.20
C 0.79 -0.66 -0.20
N 1.25 -1.85 -0.19
N -0.19 0.16 -0.26
Br 2.97 0.70 0.01
H -1.35 3.37 0.40
H -1.91 1.93 -0.58
H 2.51 -2.99 1.06
H 2.00 -3.55 -0.63
H 0.65 1.75 1.00
H -1.14 -0.08 -0.62
*
```


Model b:
The following is a quantum chemistry calculation of a gas-phase ion, C4H6BrN2 (charge +1), from the Open Molecules 2025 dataset.

Calculated values
SMILES ... BrN1C=CC[NH+]=C1
Kohn-Sham gap ... 9.14 eV

The geometry in ORCA input format:
```
! wB97M-V def2-TZVPD RIJCOSX def2/J DEFGRID3
* xyz 1 1
C 0.72 -1.20 -0.07
C -0.62 -1.29 -0.05
C -0.79 1.10 -0.09
C 1.43 0.07 0.28
N -1.50 0.03 0.10
N 0.52 1.18 0.01
Br -3.40 -0.01 -0.01
H 1.42 -2.09 -0.26
H -1.33 -2.03 -0.23
H -1.46 1.90 -0.28
H 1.86 0.23 1.26
H 2.26 0.10 -0.29
H 0.88 2.04 -0.38
*
```


Model c:
The following is a quantum chemistry calculation of a gas-phase ion, C4H6BrN2 (charge +1), from the Open Molecules 2025 dataset.

Calculated values
SMILES ... C=C/[NH+]=C(\Br)N=C
Kohn-Sham gap ... 8.81 eV

The geometry in ORCA input format:
```
! wB97M-V def2-TZVPD RIJCOSX def2/J DEFGRID3
* xyz 1 1
C -1.54 2.04 0.29
C 1.48 -2.76 0.32
C -0.27 1.62 0.12
C 1.28 -0.36 0.07
N 1.35 -1.65 -0.16
N 0.09 0.19 0.04
Br 2.96 0.69 -0.02
H -1.91 3.01 0.39
H -2.27 1.22 0.26
H 1.78 -2.74 1.43
H 1.69 -3.67 -0.31
H 0.63 2.37 0.06
H -0.83 -0.29 0.14
*
```


Out of the structures above, which one is the most stable? Solution: model b.